This record from OMol25 describes a molecular structure, C30H39IrN4O2P. The level of theory is ωB97M-V/def2-TZVPD.

**Kohn-Sham gap (spin up / spin down)**: 7.67 / 5.55 eV
**Net charge**: +2
**Strongest force on any atom**: 0.5 eV/A
**Spin multiplicity**: 6
**<S²>**: 8.810
**Energy relative to the best compared isomer or geometry (same formula, charge and spin)**: 0.450 eV

Each line ends with the Mulliken spin population.
Positions of all 77 atoms, in Å:
Ir: 0.14027 1.33069 -1.00588  2.32
C: 2.48276 -1.93791 -1.89359  0.03
C: 2.99893 -0.54289 -2.24980  0.03
C: 4.50427 -0.53834 -2.51834  0.01
P: 2.40519 0.67987 -1.02853  0.20
C: 3.45456 2.17454 -1.09309  0.01
C: 3.30273 2.86575 -2.45287  0.02
C: 3.16988 3.13955 0.05474  0.01
C: 2.68226 0.03324 0.65453  0.01
C: 3.89883 -0.42530 1.09754  0.09
C: 4.08433 -0.92678 2.40021  0.15
C: 5.42097 -1.40632 2.85232  -0.01
C: 2.97189 -0.97343 3.27180  0.03
C: 1.74719 -0.52426 2.87864  0.17
C: 1.57262 0.01397 1.56603  0.06
N: 0.40977 0.48053 1.14282  0.56
C: -0.78730 0.46679 1.79594  0.11
C: -1.21089 1.64660 2.50675  0.07
C: -0.30919 2.83458 2.56472  -0.02
C: -2.43791 1.60319 3.10093  0.12
C: -3.28141 0.46038 3.00213  0.16
C: -4.61681 0.47792 3.64125  0.01
C: -2.84783 -0.67165 2.27095  0.12
C: -1.62530 -0.70672 1.66175  0.10
C: -1.12019 -1.91043 0.93249  -0.05
H: 2.67050 -2.61183 -2.72852  0.00
H: 1.40793 -1.94775 -1.69793  0.01
H: 2.99289 -2.34217 -1.01820  0.00
H: 2.47666 -0.21694 -3.15789  0.03
H: 5.08987 -0.76777 -1.62834  0.00
H: 4.85992 0.40551 -2.92740  0.00
H: 4.72494 -1.31655 -3.24946  0.00
H: 4.47575 1.78658 -0.99191  0.00
H: 2.29228 3.25214 -2.58995  0.00
H: 3.53798 2.20909 -3.29062  0.00
H: 3.98525 3.71392 -2.49802  0.00
H: 2.14728 3.52037 0.01245  -0.01
H: 3.83047 4.00120 -0.03908  0.00
H: 3.34582 2.69378 1.03473  0.00
H: 4.75987 -0.39827 0.44235  0.01
H: 6.18533 -1.24765 2.09651  0.00
H: 5.37774 -2.47245 3.08630  0.02
H: 5.72165 -0.89453 3.76824  0.02
H: 3.10822 -1.36996 4.26930  0.01
H: 0.90279 -0.55611 3.55536  -0.01
H: -0.03755 3.16952 1.55991  0.01
H: 0.62102 2.59865 3.08577  0.01
H: -0.79474 3.65556 3.08584  0.00
H: -2.79671 2.45547 3.66443  0.00
H: -4.57598 0.93524 4.63052  0.01
H: -5.06190 -0.51084 3.70757  0.00
H: -5.28170 1.11347 3.04340  0.03
H: -3.50708 -1.52883 2.21106  0.01
H: -1.94219 -2.48220 0.50229  0.00
H: -0.58201 -2.56385 1.62490  0.01
H: -0.42683 -1.64863 0.13376  0.04
N: -0.49241 4.35001 -1.70117  0.19
C: -0.27278 3.24592 -1.43369  0.10
O: -4.65408 -4.09945 -4.75694  0.00
C: -5.16006 -3.92914 -3.46472  0.00
N: -4.91346 -2.58871 -2.94783  0.00
C: -3.79710 -2.31021 -2.25362  0.00
O: -2.94131 -3.12842 -1.95523  0.00
C: -3.59796 -0.88820 -1.79580  -0.01
C: -4.59011 -0.01857 -1.37724  0.00
C: -4.22689 1.21464 -0.85242  0.00
C: -2.89058 1.54023 -0.75815  0.00
N: -1.92272 0.70178 -1.17944  0.18
C: -2.27616 -0.47530 -1.69968  0.01
H: -3.72430 -4.34300 -4.69538  0.00
H: -4.72526 -4.63129 -2.75399  0.00
H: -6.23714 -4.07904 -3.51707  0.00
H: -5.43803 -1.82466 -3.34488  0.00
H: -5.63377 -0.30251 -1.43196  0.00
H: -4.97011 1.92889 -0.52917  0.00
H: -2.56605 2.50108 -0.38398  0.01
H: -1.48682 -1.14176 -2.01843  -0.01